(1)
Entry from OMol25: a 2-piece molecular cluster, C3H9NO2S2 overall in a non-equilibrium geometry (ωB97M-V/def2-TZVPD).

Values from the calculation:
Kohn-Sham gap ... 9.233 eV
Relative energy (zero: lowest compared OMol25 entry of this formula, charge and spin) ... 2.3580 eV
2S+1 ... 1
Structure (SMILES) ... NC(=O)CCSS.O

Atoms and positions in Å:
S: -0.2502 -1.5237 -2.8391
S: -1.5340 -0.1847 -1.9251
C: -0.5111 -0.0222 -0.3471
C: -0.4137 1.4320 -0.4268
C: -0.4471 1.9908 0.9241
N: 0.6661 1.6435 1.7874
O: -1.2186 2.8422 1.3349
H: -0.6836 -2.7211 -3.0572
H: -1.1181 -0.2578 0.5332
H: 0.2954 -0.7710 -0.3204
H: -1.3926 1.9806 -0.9497
H: 0.3700 1.8691 -1.0187
H: 1.0309 0.6670 1.7406
H: 0.8286 1.7996 2.8315
H: 1.6736 -2.7496 -0.0927
H: 1.2321 -3.4651 1.0326
O: 1.4723 -2.5296 0.7927


(2)
Entry from OMol25: a 2-piece molecular cluster, C3H9NO3 overall in a non-equilibrium geometry (ωB97M-V/def2-TZVPD).

Values from the calculation:
Kohn-Sham gap ... 10.376 eV
Relative energy (zero: lowest compared OMol25 entry of this formula, charge and spin) ... 1.0491 eV
2S+1 ... 1
Structure (SMILES) ... CC(=O)NCO.O

Atoms and positions in Å:
O: -2.5959 -0.4768 -0.6684
C: -1.4072 -0.3870 -0.4623
N: -0.7878 -1.2628 0.4595
C: 0.1083 -0.7084 1.4760
O: 1.2945 -0.1436 1.0141
C: -0.5461 0.5721 -1.2028
H: -1.4951 -1.8429 0.8637
H: -0.4114 0.0273 2.0974
H: 0.3181 -1.5075 2.1942
H: 1.7186 -0.8459 0.4599
H: -0.2712 1.4671 -0.6504
H: 0.3825 0.2067 -1.6309
H: -1.1477 0.9252 -2.0440
H: 2.4231 1.4190 0.1765
H: 3.4009 2.4210 -0.4250
O: 2.8299 1.6751 -0.6456


(3)
Entry from OMol25: a 2-piece molecular cluster, C3H9NO3 overall in a non-equilibrium geometry (ωB97M-V/def2-TZVPD).

Values from the calculation:
Kohn-Sham gap ... 10.079 eV
Relative energy (zero: lowest compared OMol25 entry of this formula, charge and spin) ... 1.7152 eV
2S+1 ... 1
Structure (SMILES) ... O=CNCCO.O

Atoms and positions in Å:
C: -0.4207 -2.2102 -0.3083
N: 0.2607 -1.0320 -0.3853
C: 0.8014 -0.3414 0.7911
C: 1.1720 1.1184 0.4801
O: 0.9291 1.9123 1.6356
O: -1.0488 -2.6610 -1.2402
H: -0.1208 -2.8744 0.5219
H: 0.2691 -0.4456 -1.2031
H: 0.0035 -0.2390 1.5392
H: 1.6188 -0.9135 1.2186
H: 2.2412 1.2227 0.2728
H: 0.6710 1.4439 -0.4425
H: -0.0188 1.8988 1.7503
H: -2.1388 1.7393 -1.8624
H: -2.1625 0.5881 -0.9172
O: -2.0565 0.7935 -1.8504


(4)
Entry from OMol25: a 2-piece molecular cluster, C3H9NO3 overall (ωB97M-V/def2-TZVPD).

Values from the calculation:
Kohn-Sham gap ... 10.337 eV
Relative energy (zero: lowest compared OMol25 entry of this formula, charge and spin) ... 1.9609 eV
2S+1 ... 1
Structure (SMILES) ... O=CCNCO.O

Atoms and positions in Å:
O: 2.7333 0.2421 0.4516
C: 1.6733 -0.2306 0.7479
C: 0.5411 -0.4187 -0.2269
N: -0.4530 -1.3466 0.2718
C: -1.7485 -0.8429 0.5776
O: -2.6196 -0.6414 -0.5462
H: 1.3943 -0.5387 1.7831
H: 0.9322 -0.7095 -1.2041
H: 0.1272 0.5801 -0.3967
H: -0.5127 -2.1885 -0.2785
H: -2.2422 -1.5459 1.2485
H: -1.6786 0.1234 1.0791
H: -2.1235 -0.8106 -1.3560
H: 0.8632 3.2200 -0.2624
H: 1.9788 2.3544 -0.8182
O: 1.1345 2.7533 -1.0706


(5)
Entry from OMol25: a 3-piece molecular cluster, C3H9NO3 overall in a non-equilibrium geometry (ωB97M-V/def2-TZVPD).

Values from the calculation:
Kohn-Sham gap ... 4.123 eV
Relative energy (zero: lowest compared OMol25 entry of this formula, charge and spin) ... 7.1915 eV
2S+1 ... 1

Atoms and positions in Å:
O: 0.8944 -1.0161 -1.6758
C: 1.4401 -1.7813 -0.9366
C: 1.4289 -1.7613 0.5325
C: -1.7134 2.2209 1.3180
O: -0.8855 1.1793 1.0134
N: 0.7555 -0.9133 1.3010
H: 2.0827 -2.5780 -1.3515
H: 2.3367 -2.2026 0.9493
H: -2.5653 1.8622 1.9292
H: -1.2157 2.9369 1.9969
H: -2.1199 2.7373 0.4464
H: 1.0958 0.0702 1.2567
H: -0.2470 -0.9190 1.0857
H: -0.6248 0.5404 -2.0293
H: -1.1415 1.0555 -0.6787
O: -1.3056 1.0994 -1.6499


(6)
Entry from OMol25: a 2-piece molecular cluster, C3H9NO3 overall in a non-equilibrium geometry (ωB97M-V/def2-TZVPD).

Values from the calculation:
Kohn-Sham gap ... 10.065 eV
Relative energy (zero: lowest compared OMol25 entry of this formula, charge and spin) ... 2.5536 eV
2S+1 ... 1
Structure (SMILES) ... CC(=O)NCO.O

Atoms and positions in Å:
O: -1.0763 -2.1158 -1.0908
C: -0.5327 -1.0488 -0.7357
N: 0.2614 -0.2967 -1.4055
C: 0.4708 1.1292 -1.1890
O: 1.2792 1.1798 0.0039
C: -0.8194 -0.6958 0.7231
H: 0.7178 -0.7270 -2.1988
H: -0.4439 1.6693 -0.8482
H: 0.8931 1.4730 -2.1380
H: 1.9752 0.6565 0.0550
H: -0.3589 -1.2644 1.5159
H: -1.8615 -0.7864 0.8189
H: -0.5046 0.3583 0.9450
H: 0.7984 1.3407 3.3330
H: 0.2245 0.7956 2.0045
O: 0.0494 1.2177 2.7819